Entry from the Open Molecules 2025 dataset: a single C7H9IOS molecule (wB97M-V/def2-TZVPD).

Positions of all 19 atoms, in Å:
C  -1.136  2.468  0.994
O  -1.617  1.202  0.450
C  -0.941  0.563  -0.486
I  0.013  1.757  -1.927
C  -1.219  -0.733  -0.714
C  -0.451  -1.571  -1.625
C  0.862  -1.820  -1.489
C  1.476  -1.480  -0.183
C  1.209  -0.331  0.469
S  1.703  -0.040  2.190
H  -0.062  2.506  1.107
H  -1.431  2.560  2.076
H  -1.518  3.384  0.646
H  -1.986  -1.291  -0.258
H  -0.792  -2.126  -2.465
H  1.541  -2.385  -2.018
H  1.922  -2.181  0.396
H  1.285  0.683  0.168
H  1.142  -1.164  2.668

Force components x, y, z for each atom (eV/Å):
C 0.291 -1.321 2.783
O -0.436 2.212 1.355
C -0.930 -0.752 -0.742
I 0.127 0.054 -0.198
C 0.955 -0.146 -1.909
C 1.405 0.041 -0.898
C 0.184 1.743 3.896
C -2.074 3.233 -1.591
C 2.774 0.006 1.809
S -0.449 -0.906 -0.007
H 0.364 -0.161 -0.652
H -0.188 -0.935 -0.871
H -0.644 0.686 -1.730
H -1.068 0.060 1.155
H -1.455 -0.059 -0.540
H 0.425 -1.587 -2.001
H 1.332 -2.559 1.326
H -0.789 0.273 -1.401
H 0.174 0.118 0.218

As for the spin multiplicity: 1. The highest occupied orbital energy is -8.09 eV. Its LUMO energy is 0.010 Ha. Its SMILES is CO/C(I)=C/C=C\C=C\S.

---

Entry from the Open Molecules 2025 dataset: a single C7H9N molecule (wB97M-V/def2-TZVPD).

Positions of all 17 atoms, in Å:
C  2.318  -0.331  0.200
C  0.861  0.029  0.034
C  0.289  0.525  1.142
C  -1.282  0.322  0.966
N  -2.464  1.277  0.636
C  -1.517  0.653  -0.511
C  -1.142  -0.436  -1.418
C  0.204  -0.613  -1.261
H  2.342  -1.541  -0.164
H  3.065  0.386  -0.419
H  2.676  -0.343  1.304
H  0.980  0.723  2.041
H  -1.651  -0.634  1.079
H  -3.135  0.540  0.848
H  -0.770  1.608  -0.505
H  -1.693  -0.837  -2.345
H  0.921  -1.327  -1.627

Force components x, y, z for each atom (eV/Å):
C 2.077 -1.694 -0.868
C 1.219 -1.330 -0.724
C -2.017 -0.383 0.402
C 1.930 3.553 -2.213
N 1.952 -2.885 -1.025
C 0.923 4.231 3.949
C 0.885 -0.274 -2.387
C -0.470 0.886 3.576
H 0.660 3.420 0.842
H -1.625 -2.043 1.183
H -0.689 0.153 -1.966
H -1.765 -0.294 -1.193
H -0.353 -2.183 1.241
H -0.986 0.549 -0.224
H -1.970 -2.168 -1.290
H 0.666 0.585 1.773
H -0.438 -0.121 -1.075

As for the spin multiplicity: 1. The highest occupied orbital energy is -8.83 eV. Its LUMO energy is 0.022 Ha. Its SMILES is CC1=C[C@H]2N[C@@H]2C=C1.

---

Entry from the Open Molecules 2025 dataset: 2 unconnected molecules or ions with the total composition C7H9N (wB97M-V/def2-TZVPD).

Positions of all 17 atoms, in Å:
C  1.998  -1.796  0.833
C  2.039  -0.575  0.367
C  2.091  0.593  -0.100
C  2.129  1.826  -0.534
H  2.837  -2.467  0.733
H  1.127  -2.173  1.347
H  1.286  2.489  -0.418
H  3.000  2.225  -1.030
C  -1.298  -1.739  -1.017
C  -1.805  -0.789  -0.297
N  -2.384  -0.015  0.432
C  -2.232  1.403  0.547
H  -0.420  -2.270  -0.701
H  -1.736  -2.020  -1.958
H  -1.559  1.832  -0.202
H  -1.853  1.622  1.545
H  -3.222  1.853  0.451

Force components x, y, z for each atom (eV/Å):
C 0.002 0.009 0.052
C -0.024 -0.672 0.138
C -0.001 0.693 -0.096
C -0.010 -0.019 -0.052
H 0.155 -0.057 -0.043
H -0.150 -0.007 0.070
H -0.145 0.050 0.045
H 0.160 0.004 -0.080
C 0.408 -0.586 -0.522
C -0.529 0.653 0.540
N -0.091 -0.725 0.060
C 0.130 0.431 -0.082
H 0.213 0.005 0.123
H -0.171 0.058 -0.165
H -0.016 -0.013 0.023
H -0.039 0.092 -0.049
H 0.107 0.084 0.039

As for the spin multiplicity: 1. The highest occupied orbital energy is -8.61 eV. Its LUMO energy is 0.010 Ha. Its SMILES is C=C=C=C.C=C=NC.

---

Entry from the Open Molecules 2025 dataset: a single C7H9N molecule (wB97M-V/def2-TZVPD).

Positions of all 17 atoms, in Å:
C  -1.917  -0.873  -2.372
C  -1.159  -0.169  -1.296
C  0.106  -0.414  -0.852
C  0.783  0.126  0.239
C  1.912  -0.242  0.946
C  1.873  0.320  2.273
C  0.633  0.977  2.336
N  0.088  1.020  1.130
H  -1.361  -0.810  -3.327
H  -2.991  -0.421  -2.179
H  -1.870  -1.924  -2.104
H  -1.700  0.507  -0.739
H  0.708  -0.860  -1.562
H  2.702  -0.665  0.437
H  2.631  0.140  2.943
H  0.178  1.630  3.119
H  -0.618  1.659  1.008

Force components x, y, z for each atom (eV/Å):
C -0.621 0.848 0.964
C 2.649 -1.044 0.801
C -2.374 1.129 -2.541
C -0.651 2.543 3.278
C -1.610 1.630 0.664
C -2.545 -0.255 -2.598
C 2.207 1.263 2.093
N 1.374 -3.061 -0.771
H -1.120 0.405 0.014
H 1.946 -1.333 -1.665
H -0.600 -0.248 -0.104
H -1.425 1.330 1.366
H 1.374 -1.831 -1.093
H 1.604 -1.484 -0.473
H 1.137 -0.055 1.767
H 0.728 -0.813 -0.599
H -2.074 0.976 -1.103

As for the spin multiplicity: 1. The highest occupied orbital energy is -7.33 eV. Its LUMO energy is 0.035 Ha. Its SMILES is C/C=C/c1ccc[nH]1.

---

Entry from the Open Molecules 2025 dataset: a molecular structure, C7H9N (wB97M-V/def2-TZVPD).

Positions of all 17 atoms, in Å:
C  -1.073  -0.685  -1.562
C  -1.110  0.063  0.399
C  -0.164  -0.141  1.528
C  1.139  0.140  1.546
C  1.827  0.796  0.330
C  1.321  0.642  -0.849
C  -0.198  0.429  -0.848
H  -1.780  -0.374  -2.147
H  -0.523  -1.369  -2.307
H  -2.110  -1.854  -0.371
H  -2.010  0.563  0.468
H  -0.535  -0.432  2.592
H  1.622  0.456  2.610
H  2.859  1.762  0.317
H  2.022  1.219  -1.484
H  -0.611  1.316  -1.180
N  -1.341  -1.250  -0.252

Force components x, y, z for each atom (eV/Å):
C 7.643 -2.854 1.505
C 4.241 -3.402 -0.617
C -1.035 0.180 3.951
C 1.890 3.899 1.362
C 3.088 1.608 3.461
C -0.845 0.958 -0.774
C -1.756 -1.168 -1.803
H -4.868 2.497 -2.642
H -0.213 0.519 1.277
H -1.790 -0.324 1.497
H -1.449 1.861 0.808
H 0.170 0.333 -2.040
H -0.928 -1.755 -2.601
H -2.957 -3.767 0.902
H -1.816 -0.642 -1.247
H -0.279 2.385 -1.043
N 0.906 -0.329 -1.998

As for the spin multiplicity: 1. The highest occupied orbital energy is -8.58 eV. Its LUMO energy is 0.031 Ha.

---

Entry from the Open Molecules 2025 dataset: a molecular structure, C7H9N (wB97M-V/def2-TZVPD).

Positions of all 17 atoms, in Å:
C  1.416  0.237  2.388
C  0.278  0.229  1.506
C  0.576  -0.124  0.134
C  -0.374  -1.056  -0.637
C  0.104  0.822  -1.079
C  -1.420  0.924  -1.055
C  -1.698  -0.339  -0.559
H  1.050  0.244  3.505
H  2.347  -0.160  1.946
H  -0.668  0.534  1.907
H  1.601  -0.299  0.081
H  -0.506  -2.108  -0.643
H  1.330  -0.813  -2.045
H  0.735  1.559  -1.631
H  -2.411  1.657  -1.232
H  -2.669  -0.906  -0.715
N  0.310  -0.401  -1.871

Force components x, y, z for each atom (eV/Å):
C -5.390 -1.006 -0.681
C 4.899 0.441 3.962
C -3.119 1.900 0.714
C 0.967 0.697 -0.884
C 2.674 0.943 -1.728
C -3.447 -1.283 2.027
C -0.983 0.949 -3.100
H 1.780 0.331 -2.100
H -0.290 0.464 0.982
H -0.453 -0.107 -0.190
H 1.585 -0.584 -0.625
H 0.648 -1.098 0.473
H -2.599 1.713 1.092
H -0.581 0.392 1.503
H 3.699 -1.484 0.170
H 1.191 0.996 0.833
N -0.581 -3.264 -2.448

As for the spin multiplicity: 1. The highest occupied orbital energy is -8.42 eV. Its LUMO energy is 0.038 Ha.

---

Entry from the Open Molecules 2025 dataset: a molecular structure, C7H9N (wB97M-V/def2-TZVPD).

Positions of all 17 atoms, in Å:
C  -0.858  -0.624  -1.488
C  0.817  -1.031  -0.813
C  1.487  -0.358  0.539
C  0.678  0.514  1.788
C  -1.604  0.804  -0.417
C  -0.769  0.077  0.402
C  0.516  0.263  -0.333
H  -1.605  -1.480  -1.380
H  -0.706  -0.268  -2.492
H  1.514  -0.781  -1.770
H  2.541  -0.016  0.297
H  1.265  1.395  2.300
H  0.482  -0.321  2.553
H  -2.653  0.594  -0.260
H  -1.148  -0.874  0.774
H  0.729  1.100  -0.982
N  -0.685  1.006  1.283

Force components x, y, z for each atom (eV/Å):
C 0.248 -1.147 -0.214
C -0.170 -0.437 -5.039
C 0.088 2.816 0.836
C 1.842 0.365 1.994
C -1.651 -0.732 -4.162
C -1.609 -4.140 -0.431
C 2.575 0.964 -1.232
H 0.647 1.564 0.273
H 0.430 -0.273 -0.301
H -1.028 -1.514 2.421
H -1.327 -0.850 0.416
H -0.504 -2.045 -1.275
H -0.608 1.601 -0.710
H -0.489 0.602 0.497
H 0.963 -1.070 -0.147
H -0.699 0.555 0.485
N 1.294 3.740 6.589

As for the spin multiplicity: 1. The highest occupied orbital energy is -8.32 eV. Its LUMO energy is -0.058 Ha.

---

Entry from the Open Molecules 2025 dataset: a gas-phase ion, C7H9N2O (charge +1) (wB97M-V/def2-TZVPD).

Positions of all 19 atoms, in Å:
C  -1.653  -1.555  0.472
C  -0.558  -1.767  -0.318
C  -0.509  0.305  0.484
C  1.629  1.062  -0.598
C  0.902  1.847  0.162
C  -0.086  -2.935  -1.087
C  0.716  3.146  0.748
N  0.124  -0.576  -0.274
N  -1.602  -0.269  0.957
O  1.291  -0.233  -0.882
H  -2.451  -2.223  0.719
H  2.559  1.335  -1.077
H  0.816  -3.348  -0.633
H  -0.852  -3.704  -1.107
H  0.158  -2.645  -2.108
H  -0.290  3.526  0.561
H  1.428  3.828  0.274
H  0.899  3.137  1.822
H  -2.279  0.161  1.569

Force components x, y, z for each atom (eV/Å):
C 0.289 -0.587 -0.434
C -0.334 -0.515 -0.004
C 3.417 3.471 -0.838
C -0.084 0.176 0.097
C -2.825 -3.394 0.497
C 0.154 -0.145 -0.051
C -0.031 0.646 0.244
N -0.879 0.926 0.953
N 0.174 0.184 -0.039
O 0.130 -0.576 -0.286
H -0.144 -0.161 0.017
H -0.021 0.019 -0.017
H -0.002 -0.047 -0.017
H -0.018 -0.033 -0.015
H -0.039 -0.042 -0.054
H 0.113 -0.008 -0.049
H 0.003 0.049 0.043
H 0.019 0.010 -0.001
H 0.076 0.027 -0.047

As for the spin multiplicity: 1. As for the charge: +1. The highest occupied orbital energy is -13.57 eV. Its LUMO energy is -0.141 Ha.

---

Entry from the Open Molecules 2025 dataset: a gas-phase ion, C7H9N2O3 (charge +1) (wB97M-V/def2-TZVPD).

Positions of all 21 atoms, in Å:
C  -1.823  0.268  0.185
C  -0.405  -0.026  0.517
C  -0.330  -1.276  1.186
O  -0.017  -2.339  0.650
C  0.526  1.019  0.918
C  1.847  0.781  0.997
C  2.570  -0.100  0.162
C  2.083  -0.598  -1.058
N  0.783  -0.804  -1.294
N  4.005  -0.051  0.266
O  4.519  0.489  1.213
O  4.625  -0.595  -0.641
H  -2.497  -0.585  0.436
H  -1.816  0.418  -0.923
H  -2.291  1.285  0.673
H  -0.772  -1.203  2.155
H  0.154  2.014  1.307
H  2.483  1.432  1.666
H  2.874  -0.833  -1.689
H  0.535  -0.673  -2.270
H  0.340  -1.636  -0.895

Force components x, y, z for each atom (eV/Å):
C -1.780 1.939 0.016
C 0.946 4.753 0.199
C 0.893 -4.179 -1.743
O -0.338 1.370 1.329
C -2.672 -0.280 0.280
C 2.280 0.501 0.955
C -2.142 -0.132 -1.015
C 0.581 0.589 3.750
N -0.898 0.445 -0.929
N 1.975 -0.735 -0.585
O -0.378 0.167 0.225
O -0.225 0.220 0.411
H 0.446 0.701 -0.295
H -0.403 -0.037 0.766
H 1.460 -2.495 -1.169
H -0.234 -0.272 1.288
H 0.176 -1.332 -0.756
H -0.686 -0.614 -1.064
H 0.925 -0.067 -2.088
H -0.040 -0.287 -0.155
H 0.111 -0.255 0.579

As for the spin multiplicity: 1. As for the charge: +1. The highest occupied orbital energy is -14.46 eV. Its LUMO energy is -0.221 Ha. Its SMILES is C/C(C=O)=C/C=C(\C=[NH2+])[N+](=O)[O-].

---

Entry from the Open Molecules 2025 dataset: a gas-phase ion, C7H9N2S2 (charge +1) (wB97M-V/def2-TZVPD).

Positions of all 20 atoms, in Å:
C  0.327  -0.913  -0.355
C  -0.221  0.286  -0.202
C  -0.570  -1.371  -2.354
C  0.765  0.295  1.748
C  -0.769  -2.283  -3.523
C  1.287  0.743  3.023
C  -0.573  2.277  1.098
N  0.081  -1.773  -1.301
N  -0.021  0.988  0.892
S  1.260  -1.291  1.118
S  -1.342  0.169  -2.394
H  -1.626  -2.861  -3.460
H  -0.798  -1.637  -4.349
H  0.128  -2.928  -3.545
H  1.624  1.746  2.861
H  0.600  0.503  3.851
H  2.133  0.224  3.422
H  -1.284  2.275  1.837
H  0.195  2.922  1.447
H  -1.195  2.630  0.188

Force components x, y, z for each atom (eV/Å):
C 1.111 -1.632 1.840
C -2.311 2.068 -2.886
C -2.566 1.800 -1.204
C 1.074 -2.469 -0.700
C 2.914 0.555 1.189
C -0.334 -0.061 0.905
C -0.927 1.608 -2.231
N 1.533 -1.407 0.645
N 1.456 -2.155 1.100
S -0.911 1.955 0.243
S 0.531 -1.023 -0.198
H -1.747 -1.068 0.260
H -0.149 0.419 -1.554
H -0.515 0.113 -0.279
H -0.291 1.005 0.757
H -0.429 1.067 -0.298
H 0.869 -0.744 -0.624
H -1.713 -0.430 2.117
H 0.623 0.976 -0.286
H 1.785 -0.577 1.205

As for the spin multiplicity: 3. Its expectation value of S² is 2.06. As for the charge: +1. The highest occupied orbital energy (alpha / beta) is -11.69 / -13.28 eV. Its LUMO energy (alpha / beta) is -0.165 / -0.250 Ha.

---

Entry from the Open Molecules 2025 dataset: a single C7H9N3 molecule (wB97M-V/def2-TZVPD).

Positions of all 19 atoms, in Å:
C  1.556  2.282  0.030
N  1.144  0.809  0.334
C  1.950  -0.163  -0.359
C  1.757  -1.436  -0.407
C  0.515  -2.103  0.217
C  -0.467  -0.886  0.681
C  -0.307  0.585  0.502
N  -1.101  -0.190  -0.528
C  -2.416  0.121  -0.285
N  -3.514  0.594  -0.282
H  0.995  2.729  -0.835
H  1.572  3.081  0.819
H  2.624  2.514  -0.263
H  2.803  0.330  -0.937
H  2.579  -2.005  -1.037
H  -0.324  -2.696  -0.383
H  0.702  -2.809  1.123
H  -1.280  -1.121  1.318
H  -0.905  1.091  1.253

Force components x, y, z for each atom (eV/Å):
C 0.439 0.806 -0.970
N -0.019 3.546 -0.877
C 0.528 4.151 -0.245
C 0.339 -4.463 -1.578
C -2.377 0.629 1.326
C -0.377 -1.247 -1.621
C 3.301 -2.954 0.752
N -0.157 0.739 1.034
C -3.474 2.083 -1.384
N 3.925 -2.098 0.380
H 0.106 -0.665 0.787
H -1.119 -1.449 0.236
H -0.770 -1.651 0.000
H -1.182 -0.856 1.153
H -2.104 0.823 1.500
H 2.525 0.979 0.328
H 0.030 1.490 -1.415
H -0.170 -0.777 0.997
H 0.556 0.913 -0.403

As for the spin multiplicity: 1. The highest occupied orbital energy is -8.67 eV. Its LUMO energy is 0.028 Ha. Its SMILES is CN1C=CC[C@H]2[C@@H]1N2C#N.

---

Entry from the Open Molecules 2025 dataset: a single C7H9N3O molecule (wB97M-V/def2-TZVPD).

Positions of all 20 atoms, in Å:
C  2.241  -1.264  -0.240
C  0.959  -1.670  -0.382
C  -2.628  2.008  0.180
C  -2.164  0.909  -0.425
C  -1.153  0.154  0.178
C  -0.792  -1.044  -0.297
C  -0.193  -2.216  0.431
N  3.128  -0.332  -0.366
N  2.678  0.923  -0.135
N  1.495  1.159  0.191
O  1.035  2.307  0.268
H  2.797  -2.302  -0.059
H  -3.265  2.787  -0.119
H  -2.442  2.259  1.210
H  -2.625  0.730  -1.409
H  -0.751  0.437  1.108
H  -1.162  -1.345  -1.227
H  -0.572  -3.134  -0.079
H  -0.064  -2.059  1.531
H  3.478  1.696  -0.357

Force components x, y, z for each atom (eV/Å):
C 1.570 -5.330 0.257
C -3.541 2.027 1.612
C -0.102 0.776 1.778
C -0.501 1.200 -0.750
C -1.190 0.867 0.288
C 2.536 -2.814 -0.862
C 1.407 0.129 -1.397
N 0.137 1.111 0.617
N 4.934 2.939 -2.253
N -3.793 0.840 1.126
O 1.629 -0.866 -0.254
H -0.287 1.848 -0.396
H -1.133 0.313 -1.559
H 0.962 -0.430 0.450
H 0.785 -0.510 0.274
H 0.177 0.698 1.081
H -0.813 -0.328 -1.323
H 0.165 0.217 1.510
H -0.272 -0.831 -0.956
H -2.667 -1.857 0.759

As for the spin multiplicity: 3. Its expectation value of S² is 2.11. The highest occupied orbital energy (alpha / beta) is -6.52 / -8.49 eV. Its LUMO energy (alpha / beta) is 0.019 / -0.064 Ha.

---

Computed energy relative to the best compared isomer or geometry (same formula, charge and spin) (kcal per mole) in order:
31.7 152.8 109.4 55.6 152.8 142.3 407.5 94.9 120.9 12.9 114.8 150.6